Entry 1:
The following is a DFT calculation (wB97M-V/def2-TZVPD) of a molecular structure, C17H17BN8O6Pt in a non-equilibrium geometry.

Geometry (Å):
1 H -0.157 2.693 0.773
2 N 0.219 1.704 -1.054
3 B 0.907 0.932 -3.412
4 N 0.700 2.045 -2.304
5 C 0.755 3.392 -2.343
6 Pt -0.336 -0.136 -0.500
7 H 0.940 3.915 -3.269
8 C 0.446 3.889 -1.071
9 H 0.411 4.902 -0.746
10 C 0.138 2.798 -0.269
11 H 1.382 1.358 -4.427
12 C -2.286 -2.989 1.377
13 H -2.611 -3.115 2.412
14 H -1.235 -3.268 1.291
15 H -2.922 -3.622 0.747
16 N -0.535 0.340 -3.569
17 N 1.681 -0.273 -2.777
18 N -1.105 -0.128 -2.442
19 N 1.218 -0.763 -1.572
20 C -1.383 0.153 -4.629
21 C 2.735 -1.035 -3.147
22 H -1.105 0.449 -5.650
23 H 3.151 -0.951 -4.150
24 C -2.533 -0.463 -4.138
25 C 3.059 -1.876 -2.103
26 C -2.348 -0.607 -2.733
27 C 2.148 -1.630 -1.100
28 H -3.391 -0.746 -4.715
29 H 3.874 -2.600 -2.087
30 H -2.975 -0.967 -1.935
31 H 2.089 -1.979 -0.072
32 H -2.354 -1.934 1.066
33 O 0.352 -1.094 2.185
34 C -0.320 -0.083 2.497
35 O -0.778 0.757 1.610
36 C -0.698 0.144 3.978
37 C -1.617 1.132 4.371
38 C -1.892 1.343 5.748
39 C -1.236 0.544 6.710
40 C -0.362 -0.497 6.324
41 C -0.126 -0.695 4.945
42 N 0.332 -1.305 7.314
43 O 0.186 -1.040 8.526
44 O 1.071 -2.235 6.929
45 N -2.785 2.414 6.157
46 O -3.378 3.079 5.284
47 O -2.927 2.660 7.374
48 H -2.120 1.734 3.626
49 H -1.424 0.701 7.778
50 H 0.509 -1.509 4.626

Values from the calculation:
Kohn-Sham gap (spin up / spin down) ... 8.673 / 4.115 eV
HOMO energy (spin up / spin down) ... -15.59 / -15.59 eV
E_tot ... -46006.1817 eV
Multiplicity ... 5
Total charge ... +2
Expectation value of S² ... 6.0391

Löwdin population analysis, charges in e, atoms 1 to 5: number 1, H, carries 0.128; number 2, N, carries -0.067; number 3, B, carries -0.403; number 4, N, carries 0.064; number 5, C, carries 0.106

Entry 2:
The following is a DFT calculation (wB97M-V/def2-TZVPD) of a molecular structure, C25H28Cl2N2O4Zr in a non-equilibrium geometry.

Geometry (Å):
1 C 0.184 -1.234 -4.075
2 C 1.043 -0.107 -4.246
3 C 0.223 1.063 -4.273
4 C 2.488 -0.162 -4.448
5 C -1.139 0.645 -4.252
6 C -1.168 -0.768 -4.105
7 C -2.376 -1.617 -4.112
8 C 0.592 -2.652 -4.099
9 C 0.700 2.457 -4.282
10 C -2.327 1.511 -4.381
11 Zr -0.339 -0.717 -1.069
12 Cl 3.704 1.601 -2.177
13 Cl 1.928 -1.574 -1.201
14 O -1.366 0.876 -1.408
15 H 2.911 -1.134 -4.180
16 H 2.972 0.538 -3.709
17 H 2.796 0.192 -5.447
18 H 1.631 2.515 -3.695
19 H -0.053 3.121 -3.836
20 H 0.894 2.801 -5.311
21 H -2.166 2.474 -3.880
22 H -3.206 1.034 -3.927
23 H -2.551 1.731 -5.439
24 H -3.211 -1.114 -3.616
25 H -2.222 -2.547 -3.560
26 H -2.695 -1.856 -5.140
27 H 1.536 -2.806 -3.574
28 H 0.708 -3.009 -5.133
29 H -0.131 -3.281 -3.572
30 H -1.613 1.861 -1.297
31 O -1.366 -2.387 -1.054
32 H -1.242 -3.132 -0.417
33 O 0.583 2.657 0.368
34 C 0.388 1.709 1.100
35 N 0.269 1.721 2.493
36 C 0.193 0.411 3.089
37 C 0.100 -0.462 1.839
38 O -0.124 -1.690 1.773
39 N 0.222 0.341 0.752
40 C 1.474 0.134 3.858
41 C 2.410 -0.805 3.422
42 C 3.565 -1.019 4.177
43 C 3.832 -0.260 5.314
44 C 2.920 0.726 5.709
45 C 1.734 0.914 4.991
46 C -1.123 0.260 3.829
47 C -1.236 -0.373 5.070
48 C -2.511 -0.627 5.604
49 C -3.663 -0.264 4.900
50 C -3.543 0.360 3.651
51 C -2.275 0.645 3.138
52 H 0.482 2.577 2.993
53 H 2.258 -1.398 2.518
54 H 4.256 -1.789 3.851
55 H 4.731 -0.453 5.904
56 H 3.126 1.357 6.574
57 H 1.016 1.673 5.316
58 H -0.344 -0.717 5.598
59 H -2.602 -1.153 6.559
60 H -4.652 -0.510 5.295
61 H -4.434 0.591 3.067
62 H -2.190 1.119 2.159

Values from the calculation:
Kohn-Sham gap ... 3.894 eV
HOMO energy ... 0.08 eV
E_tot ... -63881.3258 eV
Multiplicity ... 1
Total charge ... -2

Löwdin population analysis, charges in e, atoms 1 to 5: number 1, C, carries -0.336; number 2, C, carries -0.279; number 3, C, carries -0.254; number 4, C, carries -0.156; number 5, C, carries -0.304

Entry 3:
The following is a DFT calculation (wB97M-V/def2-TZVPD) of a molecular structure, C26H38ClKNO2P.

Geometry (Å):
1 K 0.965 0.766 3.553
2 Cl -2.489 5.315 -2.873
3 C -1.905 4.639 -1.378
4 C -2.749 3.846 -0.616
5 C -2.272 3.301 0.566
6 C -0.970 3.545 0.987
7 C -0.147 4.355 0.214
8 C -0.608 4.904 -0.974
9 C -0.427 2.874 2.232
10 O 0.741 3.174 2.585
11 O -1.153 1.999 2.773
12 H -3.762 3.661 -0.948
13 H -2.900 2.671 1.182
14 H 0.861 4.548 0.557
15 H 0.030 5.531 -1.583
16 N -0.338 -0.707 7.181
17 C 0.466 -0.522 6.367
18 H -1.029 -0.867 7.883
19 C 1.741 -4.521 -1.751
20 C 0.272 -4.493 -1.300
21 C 0.023 -3.428 -0.221
22 C 0.923 -2.209 -0.447
23 C 2.396 -2.628 -0.232
24 C 2.648 -4.099 -0.602
25 P 0.465 -0.821 0.679
26 C 1.281 0.680 -0.054
27 C 1.185 0.883 -1.586
28 C 2.530 0.669 -2.274
29 C 3.571 1.683 -1.787
30 C 3.404 2.000 -0.290
31 C 2.730 0.842 0.444
32 C -1.329 -0.445 0.356
33 C -1.875 -0.637 -1.077
34 C -3.379 -0.944 -1.080
35 C -4.087 -0.090 -0.036
36 C -3.630 -0.471 1.385
37 C -2.240 -1.123 1.388
38 H 1.891 -3.831 -2.587
39 H 2.005 -5.514 -2.120
40 H -0.015 -5.473 -0.913
41 H -0.373 -4.297 -2.160
42 H 0.236 -3.835 0.773
43 H -1.032 -3.154 -0.218
44 H 0.797 -1.879 -1.485
45 H 2.678 -2.459 0.811
46 H 3.047 -1.995 -0.839
47 H 2.453 -4.742 0.261
48 H 3.699 -4.238 -0.860
49 H 0.713 1.489 0.418
50 H 0.844 1.904 -1.788
51 H 0.437 0.223 -2.024
52 H 2.412 0.743 -3.357
53 H 2.880 -0.347 -2.074
54 H 3.479 2.605 -2.367
55 H 4.574 1.295 -1.979
56 H 2.776 2.886 -0.157
57 H 4.369 2.233 0.161
58 H 2.733 1.061 1.516
59 H 3.310 -0.074 0.302
60 H -1.372 0.622 0.603
61 H -1.343 -1.430 -1.609
62 H -1.709 0.282 -1.644
63 H -3.552 -2.003 -0.865
64 H -3.788 -0.759 -2.076
65 H -5.170 -0.184 -0.127
66 H -3.847 0.959 -0.233
67 H -4.350 -1.158 1.837
68 H -3.599 0.420 2.016
69 H -2.323 -2.193 1.176
70 H -1.801 -1.039 2.384

Values from the calculation:
Kohn-Sham gap ... 8.520 eV
HOMO energy ... -8.38 eV
E_tot ... -71301.8457 eV
Multiplicity ... 1
Total charge ... 0

Löwdin population analysis, charges in e, atoms 1 to 5: number 1, K, carries 0.734; number 2, Cl, carries 0.648; number 3, C, carries -0.670; number 4, C, carries -0.103; number 5, C, carries -0.026

Entry 4:
The following is a DFT calculation (wB97M-V/def2-TZVPD) of a molecular structure, C34H49BBeF4N4O5 in a non-equilibrium geometry.

Geometry (Å):
1 Be 0.005 0.080 -0.209
2 B -2.395 -1.893 -0.098
3 F -2.412 -0.908 -1.055
4 F -2.175 -3.105 -0.737
5 F -1.419 -1.616 0.798
6 F -3.566 -1.892 0.570
7 C 4.631 1.625 -0.541
8 C 3.247 2.220 -0.875
9 O 2.211 1.333 -0.598
10 H 5.398 2.375 -0.345
11 H 5.075 0.999 -1.315
12 H 4.624 0.933 0.301
13 H 3.360 2.505 -1.921
14 H 3.174 3.164 -0.335
15 N 1.307 -1.593 1.479
16 C 0.824 -2.809 1.903
17 C 1.551 -3.599 2.804
18 C 2.808 -3.188 3.232
19 C 3.272 -1.923 2.888
20 C 2.486 -1.145 2.039
21 H -0.112 -3.243 1.582
22 H 1.249 -4.602 3.068
23 H 3.508 -3.819 3.760
24 H 4.198 -1.514 3.263
25 H 2.879 -0.155 1.856
26 N -3.305 -5.548 4.848
27 C -3.977 -5.137 3.740
28 C -3.605 -4.031 3.035
29 C -2.505 -3.276 3.493
30 C -1.747 -3.717 4.595
31 C -2.219 -4.836 5.295
32 H -4.869 -5.684 3.473
33 H -4.196 -3.732 2.182
34 H -2.166 -2.390 2.978
35 H -0.880 -3.195 4.971
36 H -1.768 -5.186 6.212
37 N -0.633 0.753 2.174
38 C 0.216 1.538 2.891
39 C -0.007 1.857 4.205
40 C -1.167 1.399 4.800
41 C -2.112 0.723 4.066
42 C -1.825 0.433 2.781
43 H 1.121 1.873 2.406
44 H 0.689 2.522 4.696
45 H -1.375 1.536 5.851
46 H -3.059 0.446 4.503
47 H -2.481 -0.094 2.104
48 N -1.434 7.286 0.632
49 C -0.208 6.728 0.753
50 C 0.219 5.717 -0.068
51 C -0.634 5.272 -1.103
52 C -1.886 5.876 -1.241
53 C -2.228 6.879 -0.338
54 H 0.343 7.146 1.583
55 H 1.168 5.233 0.109
56 H -0.379 4.474 -1.786
57 H -2.630 5.535 -1.945
58 H -3.221 7.299 -0.270
59 C -1.809 1.021 -4.606
60 C -0.487 1.129 -3.794
61 O -0.356 0.573 -2.734
62 C 0.468 2.251 -4.230
63 H -2.441 1.898 -4.467
64 H -2.404 0.217 -4.173
65 H -1.629 0.716 -5.637
66 H 0.979 2.118 -5.183
67 H 1.248 2.291 -3.470
68 H -0.047 3.211 -4.272
69 C 0.256 -2.641 -3.704
70 C 0.637 -2.861 -2.285
71 O 0.491 -2.049 -1.430
72 C 0.948 -4.265 -1.876
73 H 1.066 -2.792 -4.418
74 H -0.035 -1.596 -3.814
75 H -0.688 -3.086 -4.020
76 H 1.935 -4.602 -2.193
77 H 0.148 -4.885 -2.279
78 H 0.896 -4.319 -0.788
79 C 4.288 -1.963 -1.394
80 C 4.852 -1.810 -2.820
81 O 6.007 -1.447 -3.041
82 C 3.968 -2.228 -3.991
83 H 4.952 -1.591 -0.613
84 H 4.022 -2.997 -1.176
85 H 3.448 -1.286 -1.237
86 H 4.563 -2.348 -4.896
87 H 3.258 -1.436 -4.228
88 H 3.411 -3.122 -3.712
89 C -3.227 2.323 -1.937
90 C -2.756 2.342 -0.512
91 O -1.603 2.029 -0.232
92 C -3.647 3.000 0.509
93 H -2.615 3.052 -2.468
94 H -4.283 2.594 -1.957
95 H -3.075 1.340 -2.381
96 H -3.124 3.672 1.189
97 H -4.061 2.201 1.124
98 H -4.520 3.415 0.006

Values from the calculation:
Kohn-Sham gap ... 6.677 eV
HOMO energy ... -7.41 eV
E_tot ... -64199.8733 eV
Multiplicity ... 1
Total charge ... 0

Löwdin population analysis, charges in e, atoms 1 to 5: number 1, Be, carries 0.982; number 2, B, carries -1.489; number 3, F, carries 0.149; number 4, F, carries 0.144; number 5, F, carries 0.129

Entry 5:
The following is a DFT calculation (wB97M-V/def2-TZVPD) of 4 unconnected molecules or ions with the total composition C5H16N2O3 in a non-equilibrium geometry.

Geometry (Å):
1 C -0.403 -1.322 -2.211
2 C -0.095 0.173 -1.948
3 C 0.005 0.361 -0.445
4 C 1.093 0.270 0.325
5 C -2.241 0.597 0.238
6 N -1.065 1.057 0.238
7 N 0.783 -2.131 -2.422
8 H -0.958 -1.361 -3.155
9 H -1.027 -1.759 -1.440
10 H 0.890 0.495 -2.299
11 H -0.729 0.920 -2.433
12 H 1.943 -0.216 -0.184
13 H 1.312 0.049 1.364
14 H -2.476 -0.372 -0.207
15 H -3.043 1.046 0.813
16 H 1.398 -2.131 -1.619
17 H 1.318 -1.982 -3.262
18 H 0.936 0.580 3.339
19 H -0.241 0.480 2.456
20 O 0.259 -0.067 3.092
21 H 1.913 2.498 0.120
22 H 1.450 3.152 1.428
23 O 2.229 2.919 0.922
24 H -0.463 -1.387 1.828
25 H -1.904 -2.028 1.544
26 O -1.064 -1.739 1.156

Values from the calculation:
Kohn-Sham gap ... 9.357 eV
HOMO energy ... -8.79 eV
E_tot ... -14564.6522 eV
Multiplicity ... 1
Total charge ... 0

Löwdin population analysis, charges in e, atoms 1 to 5: number 1, C, carries -0.268; number 2, C, carries -0.133; number 3, C, carries -0.371; number 4, C, carries -0.002; number 5, C, carries -0.040

Entry 6:
The following is a DFT calculation (wB97M-V/def2-TZVPD) of a molecular structure, C49H47CaN7O4P3 in a non-equilibrium geometry.

Geometry (Å):
1 Ca -0.415 -0.156 0.305
2 O 1.712 -1.462 -1.622
3 C 0.535 -1.815 -1.353
4 N 0.013 -2.429 -0.316
5 C 0.645 -3.117 0.745
6 C 1.071 -4.429 0.566
7 C 1.543 -5.176 1.635
8 C 1.554 -4.624 2.910
9 C 1.106 -3.325 3.109
10 C 0.668 -2.545 2.034
11 N 0.223 -1.197 2.137
12 C 0.740 -0.390 3.070
13 O 1.626 -0.623 3.906
14 C 0.195 1.041 3.025
15 C 0.600 1.923 4.018
16 C 0.144 3.228 3.992
17 C -0.709 3.617 2.971
18 C -1.057 2.684 2.019
19 N -0.625 1.415 2.025
20 C -0.614 -1.542 -2.312
21 C -0.554 -1.953 -3.630
22 C -1.720 -1.947 -4.379
23 C -2.892 -1.489 -3.800
24 C -2.848 -1.048 -2.486
25 N -1.740 -1.082 -1.743
26 H 1.006 -4.867 -0.425
27 H 1.867 -6.201 1.478
28 H 1.909 -5.207 3.752
29 H 1.097 -2.897 4.100
30 H 1.261 1.552 4.787
31 H 0.438 3.931 4.765
32 H -1.099 4.626 2.918
33 H -1.737 2.955 1.226
34 H 0.382 -2.321 -4.033
35 H -1.719 -2.312 -5.402
36 H -3.828 -1.473 -4.346
37 H -3.748 -0.678 -2.002
38 O -0.841 1.536 -1.073
39 P -1.611 2.755 -1.532
40 C -0.682 4.295 -1.215
41 P 1.125 4.079 -1.440
42 O 1.784 3.132 -0.498
43 C 1.794 5.750 -1.357
44 C 3.075 5.957 -1.877
45 C 3.679 7.200 -1.779
46 C 3.008 8.250 -1.161
47 C 1.738 8.053 -0.636
48 C 1.130 6.806 -0.732
49 C 1.273 3.610 -3.175
50 C 1.618 2.294 -3.476
51 C 1.784 1.898 -4.797
52 C 1.580 2.815 -5.821
53 C 1.208 4.125 -5.528
54 C 1.062 4.526 -4.209
55 C -2.040 2.808 -3.276
56 C -3.016 3.683 -3.760
57 C -3.365 3.664 -5.099
58 C -2.734 2.780 -5.968
59 C -1.760 1.914 -5.493
60 C -1.426 1.910 -4.143
61 C -3.149 2.917 -0.621
62 C -3.695 1.783 -0.026
63 C -4.886 1.872 0.678
64 C -5.539 3.093 0.783
65 C -5.002 4.229 0.186
66 C -3.805 4.143 -0.513
67 H -0.884 4.612 -0.191
68 H -0.995 5.077 -1.915
69 H 3.590 5.140 -2.374
70 H 4.670 7.355 -2.186
71 H 3.476 9.226 -1.093
72 H 1.220 8.870 -0.148
73 H 0.134 6.667 -0.318
74 H 1.714 1.577 -2.676
75 H 2.054 0.867 -5.010
76 H 1.700 2.509 -6.855
77 H 1.040 4.832 -6.332
78 H 0.793 5.555 -3.985
79 H -3.512 4.384 -3.097
80 H -4.129 4.338 -5.468
81 H -3.011 2.764 -7.017
82 H -1.263 1.228 -6.168
83 H -0.691 1.214 -3.763
84 H -3.182 0.836 -0.110
85 H -5.307 0.991 1.144
86 H -6.469 3.161 1.338
87 H -5.514 5.180 0.269
88 H -3.384 5.039 -0.962
89 C 5.710 1.294 0.965
90 N 5.396 0.449 -0.275
91 C 5.728 -1.016 0.055
92 N 5.036 -1.435 1.215
93 C 5.347 -0.577 2.361
94 N 5.001 0.819 2.092
95 C 3.537 1.014 1.988
96 P 2.726 0.040 0.603
97 C 3.956 0.599 -0.686
98 C 3.579 -1.578 1.005
99 H 5.437 2.317 0.727
100 H 6.783 1.218 1.114
101 H 5.992 0.753 -1.038
102 H 6.806 -1.059 0.195
103 H 5.435 -1.604 -0.810
104 H 6.412 -0.646 2.579
105 H 4.780 -0.918 3.222
106 H 3.320 2.075 1.841
107 H 3.090 0.706 2.929
108 H 3.774 1.647 -0.899
109 H 3.791 0.007 -1.585
110 H 3.383 -2.280 0.200
111 H 3.140 -1.974 1.914

Values from the calculation:
Kohn-Sham gap ... 6.846 eV
HOMO energy ... -8.87 eV
E_tot ... -116503.0351 eV
Multiplicity ... 1
Total charge ... +1

Löwdin population analysis, charges in e, atoms 1 to 5: number 1, Ca, carries 1.339; number 2, O, carries -0.073; number 3, C, carries -0.607; number 4, N, carries 0.028; number 5, C, carries -0.241

Entry 7:
The following is a DFT calculation (wB97M-V/def2-TZVPD) of a molecular structure, C2H10O3Si2 in a non-equilibrium geometry.

Geometry (Å):
1 C 0.630 0.759 1.483
2 C 0.668 -0.240 -3.929
3 O -0.200 -0.816 -0.985
4 O -1.837 0.324 -2.703
5 O 1.960 0.887 -1.134
6 Si 1.537 -0.011 0.028
7 Si -0.360 -0.288 -2.390
8 H 0.942 0.399 2.349
9 H 1.021 1.784 1.520
10 H -0.518 0.704 1.499
11 H -0.056 -0.163 -4.778
12 H 1.240 0.700 -3.862
13 H 1.414 -1.054 -4.082
14 H -3.114 4.017 -1.065
15 H -2.224 0.759 -1.897
16 H 2.098 -1.409 0.263
17 H -2.622 4.245 -1.625

Values from the calculation:
Kohn-Sham gap ... 9.611 eV
HOMO energy ... -9.45 eV
E_tot ... -24135.6347 eV
Multiplicity ... 1
Total charge ... 0

Löwdin population analysis, charges in e, atoms 1 to 5: number 1, C, carries -0.190; number 2, C, carries -0.139; number 3, O, carries -0.315; number 4, O, carries -0.119; number 5, O, carries -0.420

Entry 8:
The following is a DFT calculation (wB97M-V/def2-TZVPD) of 2 unconnected molecules or ions with the total composition F2H2N2O2S in a non-equilibrium geometry.

Geometry (Å):
1 N -0.198 1.401 0.091
2 N -0.937 -1.080 0.525
3 O -0.480 -0.056 -1.970
4 O 2.547 -0.075 0.022
5 F -1.095 -2.359 -0.106
6 F -0.259 -1.261 1.693
7 S 0.064 -0.090 -0.655
8 H 0.442 1.313 0.912
9 H -0.084 2.208 -0.512

Values from the calculation:
Kohn-Sham gap (spin up / spin down) ... 7.329 / 7.662 eV
HOMO energy (spin up / spin down) ... -10.01 / -10.00 eV
E_tot ... -23367.3528 eV
Multiplicity ... 1
Total charge ... 0

Löwdin population analysis, charges in e, atoms 1 to 5: number 1, N, carries -0.148; number 2, N, carries -0.204; number 3, O, carries -0.379; number 4, O, carries -0.185; number 5, F, carries -0.068